[1]
Below is the molecule C3H5N3O at a distorted geometry, with properties calculated with ωB97M-V with the def2-TZVPD basis set.

**Strongest force on any atom**: 1.9 eV Å⁻¹
**Relative energy (zero: lowest compared OMol25 entry of this formula, charge and spin)**: 89.33 kcal per mole
**Charge**: 0

Last column: Mulliken charge in e.
Cartesian coordinates (Å):
N1 -2.041 -0.843 1.038  -0.51
C1 -0.751 -0.688 0.625  0.50
N2 0.427 -1.027 0.588  -0.29
C2 1.353 -0.098 -0.049  -0.17
O1 2.421 -0.591 -0.754  -0.48
C3 0.701 1.004 -0.552  -0.05
N3 -0.609 1.075 -0.371  -0.53
H1 -2.595 -1.572 0.583  0.27
H2 -2.447 0.066 0.860  0.33
H3 3.127 -0.888 -0.177  0.35
H4 1.269 1.777 -1.076  0.38
H5 -0.972 1.977 -0.711  0.20

***

[2]
Below is the molecule C11H21N5O3 at a distorted geometry, with properties calculated with ωB97M-V with the def2-TZVPD basis set.

**SMILES**: [H]/N=C(\N)NCCC[C@H](N)C(=O)N1CCC[C@H]1C(=O)O
**Strongest force on any atom**: 3.5 eV Å⁻¹
**Relative energy (zero: lowest compared OMol25 entry of this formula, charge and spin)**: 29.75 kcal per mole
**Charge**: 0

Last column: Mulliken charge in e.
Cartesian coordinates (Å):
H1 -2.739 3.178 0.398  0.33
N1 -3.099 2.619 -0.394  -0.70
C1 -3.226 1.422 0.095  0.38
N2 -2.876 1.106 1.508  -0.67
N3 -3.848 0.445 -0.697  -0.22
C2 -3.465 -0.967 -0.527  -0.62
C3 -2.128 -1.247 -1.264  -0.10
C4 -1.354 -2.352 -0.603  -1.21
C5 -0.431 -1.958 0.561  0.29
N4 -1.105 -1.224 1.653  -0.49
C6 0.948 -1.366 0.057  0.42
O1 1.759 -2.188 -0.390  -0.79
N5 1.226 -0.066 -0.011  0.15
C7 0.428 1.083 0.495  -0.13
C8 1.302 2.341 0.221  -0.77
C9 2.056 1.886 -1.028  -0.84
C10 2.401 0.417 -0.746  -0.41
C11 3.737 0.207 0.004  0.55
O2 4.528 1.133 0.147  -0.61
O3 4.040 -0.970 0.467  -0.53
H2 -2.109 0.405 1.637  0.33
H3 -3.659 0.620 2.001  0.33
H4 -3.968 0.719 -1.686  0.30
H5 -4.302 -1.651 -0.856  0.24
H6 -3.255 -1.107 0.537  0.14
H7 -1.485 -0.344 -1.225  0.08
H8 -2.304 -1.454 -2.322  0.37
H9 -2.074 -3.113 -0.191  0.37
H10 -0.708 -2.952 -1.241  0.48
H11 -0.042 -2.880 0.952  0.30
H12 -0.416 -1.003 2.329  0.25
H13 -1.855 -1.788 2.025  0.28
H14 0.199 1.001 1.587  0.32
H15 -0.549 1.202 -0.008  -0.16
H16 0.719 3.291 0.092  0.37
H17 2.025 2.482 1.026  0.36
H18 2.931 2.475 -1.344  0.40
H19 1.396 1.910 -1.903  0.35
H20 2.531 -0.145 -1.681  0.39
H21 3.364 -1.591 0.073  0.48

***

[3]
Below is a structure of composition C25H40AlBr3Cl2F4MgN2O11S2 at a distorted geometry, with properties calculated with ωB97M-V with the def2-TZVPD basis set.

**Strongest force on any atom**: 8.8 eV Å⁻¹
**Charge**: +2

Last column: Mulliken charge in e.
Cartesian coordinates (Å):
C1 -0.034 -4.121 -7.285  -0.26
O1 -0.094 -5.219 -6.277  -0.34
C2 -0.001 -4.608 -4.912  -0.26
C3 -0.493 -5.613 -3.714  -0.54
C4 0.594 -5.848 -2.510  -0.80
C5 1.292 -4.484 -1.925  -0.20
C6 0.604 -3.879 -0.565  0.25
C7 1.825 -3.360 0.443  -0.80
C8 2.127 -1.752 0.338  0.51
C9 1.248 -0.773 1.369  -0.76
C10 1.501 0.879 1.359  0.30
C11 0.731 1.942 2.342  0.34
O2 0.906 1.807 3.678  -0.62
O3 -0.118 3.076 1.893  -0.35
C12 2.645 1.421 0.294  -0.35
C13 3.432 0.328 -0.641  0.07
N1 3.179 -1.194 -0.614  0.31
C14 4.044 -2.019 -1.546  -0.42
S1 5.390 -2.821 -0.501  0.88
O4 6.395 -3.657 -1.368  -0.55
O5 6.119 -1.632 0.239  -0.55
H1 0.906 -3.411 -7.091  0.34
H2 0.079 -4.558 -8.387  -0.12
H3 -1.021 -3.469 -7.301  0.34
H4 -0.760 -3.688 -4.942  0.27
H5 1.093 -4.203 -4.804  0.25
H6 -0.673 -6.674 -4.221  0.35
H7 -1.500 -5.262 -3.215  0.21
H8 0.096 -6.445 -1.633  0.33
H9 1.478 -6.508 -2.967  0.28
H10 2.425 -4.769 -1.681  0.18
H11 1.358 -3.594 -2.697  0.08
H12 -0.134 -4.636 -0.018  0.04
H13 0.020 -2.890 -0.879  0.20
H14 1.403 -3.546 1.544  0.39
H15 2.773 -4.040 0.345  0.12
H16 0.451 -1.231 2.128  0.37
H17 -0.138 3.063 0.871  0.34
H18 2.954 2.561 0.168  0.35
H19 4.245 0.742 -1.398  0.16
H20 3.460 -2.756 -2.241  0.06
H21 4.612 -1.266 -2.277  0.41
H22 4.916 -3.674 0.510  0.22
O6 -2.131 -5.384 0.494  -0.43
H23 -2.521 -5.672 1.299  0.25
C15 -3.308 2.291 -0.434  -0.25
Br1 -2.154 0.992 0.440  0.07
Br2 -2.299 3.511 -1.564  -0.01
Br3 -4.757 1.433 -1.408  -0.04
H24 -3.767 2.894 0.357  0.29
C16 5.241 4.079 -2.086  0.52
F1 6.506 3.968 -2.605  -0.12
F2 5.174 3.161 -1.068  -0.19
F3 5.194 5.310 -1.481  -0.24
S2 3.903 3.845 -3.369  1.24
O7 4.104 2.492 -3.905  -0.61
O8 4.126 4.900 -4.367  -0.47
O9 2.633 3.996 -2.646  -0.57
C17 -4.953 -3.105 -0.960  -0.32
Cl1 -3.219 -2.774 -1.048  -0.03
Cl2 -5.353 -4.022 0.497  -0.13
H25 -5.496 -2.157 -0.944  0.22
H26 -5.250 -3.685 -1.838  0.30
Al1 0.513 -6.048 -9.621  0.78
C18 2.065 4.958 6.295  -1.17
C19 0.559 4.992 6.498  0.39
C20 0.117 3.975 7.537  -1.11
O10 -0.091 4.715 5.260  -0.46
H27 2.390 3.975 5.936  0.26
H28 2.368 5.687 5.535  0.31
H29 2.594 5.183 7.226  0.39
H30 0.253 5.996 6.812  0.31
H31 0.373 2.957 7.223  0.23
H32 -0.971 4.002 7.664  0.30
H33 0.587 4.170 8.506  0.38
H34 0.176 3.826 4.973  0.27
F4 3.132 5.016 -6.070  -0.29
O11 -0.347 0.470 5.972  -0.31
H35 0.050 0.936 5.260  0.46
Mg1 7.839 5.628 -3.462  0.74
N2 -6.289 3.804 1.421  -0.44
C21 -6.212 3.682 2.764  -0.15
C22 -7.233 3.174 3.552  -0.48
C23 -8.407 2.768 2.926  -0.12
C24 -8.517 2.883 1.544  -0.46
C25 -7.441 3.400 0.842  -0.21
H36 -5.277 4.015 3.206  0.41
H37 -7.115 3.096 4.627  0.35
H38 -9.229 2.366 3.511  0.37
H39 -9.419 2.577 1.027  0.36
H40 -7.477 3.506 -0.239  0.41

***

[4]
Below is a cluster of 3 separate species, C5H14O2 in total at a distorted geometry, with properties calculated with ωB97M-V with the def2-TZVPD basis set.

**SMILES**: CC=C(C)C.O.O
**Strongest force on any atom**: 5.6 eV Å⁻¹
**Relative energy (zero: lowest compared OMol25 entry of this formula, charge and spin)**: 86.86 kcal per mole
**Charge**: 0

Last column: Mulliken charge in e.
Cartesian coordinates (Å):
C1 -0.007 -1.397 -2.037  -1.55
C2 -0.228 -0.593 -0.765  -0.46
C3 0.473 0.411 -0.152  1.12
C4 0.680 0.138 1.359  -1.62
C5 0.782 1.691 -0.728  -1.26
H1 -0.089 -2.389 -1.791  0.55
H2 1.163 -1.483 -2.289  0.33
H3 -0.506 -1.044 -2.849  0.42
H4 -1.123 -1.046 -0.318  0.29
H5 1.566 0.334 1.856  0.45
H6 0.030 1.023 1.603  0.36
H7 0.331 -0.900 1.585  0.41
H8 -0.162 2.145 -0.702  0.31
H9 1.392 2.275 -0.004  0.31
H10 1.205 1.688 -1.757  0.38
O1 2.208 -2.413 -0.004  -0.66
H11 2.116 -1.553 0.465  0.36
H12 1.740 -2.154 -0.746  0.27
O2 -4.150 1.479 2.294  -0.64
H13 -4.017 1.960 3.179  0.33
H14 -3.403 1.829 1.801  0.31

***

Short version: orbital gap = 7.87; 9.42; 1.37; 8.27 eV, in the order given.